149
Properties=species:S:1:pos:R:3 method="wB97M-V/def2-TZVPD" s_squared=0.761 gap_ev="5.507 / 5.361" de_lowest_kcal_mol=4.9 e_tot_ha=-8237.73254 homo_ev="-9.30 / -9.29" spin_multiplicity=2 total_charge=+1 max_force_ha_per_bohr=0.0419
Ir -0.287 -0.388 0.033
Br -3.752 -3.076 -2.133
S -2.499 3.502 -1.868
S 0.501 3.482 -3.311
P 1.784 1.142 0.263
P -1.934 -0.211 2.229
P 1.170 -2.314 -1.162
Si 0.985 -1.463 1.863
O 1.356 2.677 -4.127
O -1.434 -2.804 0.313
O -1.460 -3.612 2.382
O -0.707 3.990 -3.924
O -1.658 -0.925 -1.617
O -1.283 0.325 -3.451
N 0.150 2.649 -1.926
N 3.366 8.520 -2.063
N -1.409 1.553 -0.545
N -2.223 -5.979 1.729
C 5.124 -1.248 2.353
C -1.173 -4.609 -3.636
C -0.580 -0.196 6.089
C 0.315 4.496 2.069
C 3.135 -2.989 -3.116
C -4.040 0.817 -3.577
C -1.071 2.472 -1.470
C -2.757 1.355 2.688
C 1.951 5.665 -3.880
C -4.696 2.743 3.014
C 0.344 -1.045 3.593
C 1.246 -3.294 1.455
C -5.260 -2.353 1.280
C 3.625 1.336 -3.321
C 1.662 -5.598 2.046
C 4.335 2.528 -3.270
C -4.140 1.520 2.677
C 1.509 2.482 1.467
C 2.784 -0.893 1.858
C -3.507 -0.338 -3.015
C 1.834 -5.916 0.702
C 1.694 -4.932 -0.264
C -3.339 -1.369 2.355
C 0.076 -2.134 -3.648
C 4.234 3.349 -2.159
C 2.740 1.784 -1.134
C 0.707 -0.700 5.959
C -2.502 3.661 3.338
C -1.391 -0.082 4.973
C -1.941 2.440 3.009
C -2.745 1.608 -0.218
C 2.830 0.965 -2.256
C 1.861 3.514 3.618
C -3.882 3.815 3.347
C 4.454 0.583 0.950
C -2.399 -4.983 0.675
C 2.137 2.500 2.713
C 0.578 3.478 1.169
C 1.354 -3.632 0.107
C 0.172 -2.958 -2.528
C -0.640 -2.551 -4.757
C 3.942 -2.260 -0.975
C 2.592 6.860 -3.630
C -1.254 -3.795 -4.756
C -5.554 -3.050 2.442
C -3.457 2.599 -0.766
C 0.960 4.518 3.298
C -3.639 -2.068 3.521
C -5.755 -1.206 -2.794
C -2.001 -0.306 -2.696
C -4.744 -2.902 3.560
C -1.717 -3.688 1.089
C 5.241 -2.530 -1.363
C 3.795 -1.621 2.484
C -4.153 -1.518 1.235
C 3.437 2.983 -1.085
C 1.482 5.410 -1.539
C 2.137 6.600 -1.280
C -0.928 -0.494 3.724
C 5.451 -0.142 1.582
C 5.494 -3.048 -2.625
C 2.873 -2.493 -1.840
C 4.439 -3.271 -3.495
C -5.409 0.991 -3.686
C -0.471 -4.189 -2.518
C 1.400 4.935 -2.833
C -4.382 -1.368 -2.672
C 3.118 0.206 1.088
C 1.388 -4.292 2.417
C 2.691 7.352 -2.321
C 1.161 -1.120 4.720
C -6.270 -0.012 -3.268
H 2.252 0.050 -2.293
H 1.358 -0.757 6.821
H -2.037 -5.270 -0.314
H -5.773 2.852 3.026
H -1.813 -4.124 -5.622
H 6.507 -3.281 -2.925
H -2.907 -6.720 1.650
H 3.748 -1.893 0.019
H -4.502 2.801 -0.606
H -2.379 0.349 5.071
H 1.284 -4.033 3.465
H 2.172 -1.497 4.621
H 2.232 6.958 -0.262
H 0.535 -1.152 -3.647
H -4.976 -3.439 4.470
H -0.944 0.128 7.055
H 1.765 -6.365 2.803
H 3.564 9.138 -2.829
H 1.861 -5.178 -1.305
H -7.342 0.117 -3.343
H -6.419 -2.017 -2.524
H -1.659 -5.576 -3.633
H 2.093 -6.925 0.410
H -3.007 -1.968 4.392
H -6.410 -3.711 2.477
H 2.844 1.726 2.978
H 4.623 -3.691 -4.475
H 3.543 -2.507 3.055
H -1.865 4.496 3.596
H 1.046 4.846 -0.730
H -5.886 -2.465 0.405
H 3.368 3.624 -0.214
H 2.358 3.521 4.578
H 5.900 -1.827 2.837
H 3.256 8.956 -1.166
H -0.718 -1.898 -5.615
H -0.406 5.261 1.811
H -3.908 -0.994 0.319
H -4.789 0.691 2.430
H -1.304 -6.408 1.675
H 4.720 1.433 0.338
H -3.356 1.578 -3.922
H 6.486 0.150 1.457
H 4.955 2.824 -4.106
H -0.864 2.313 3.016
H 3.031 7.427 -4.442
H -0.419 -4.818 -1.641
H 0.754 5.310 4.006
H -3.461 -4.750 0.569
H 1.866 5.278 -4.887
H 6.051 -2.355 -0.667
H 3.676 0.711 -4.202
H -1.752 -4.464 2.781
H 2.329 -3.182 -3.809
H 0.047 3.441 0.230
H -4.322 4.766 3.615
H -3.147 0.872 0.452
H -5.802 1.917 -4.086
H 4.775 4.286 -2.124